No. 1
{"formula": "C54H54As2P3V", "method": "the ωB97M-V functional and the def2-TZVPD basis", "mol_weight_g_mol": 996.7, "relative_energy_kj_mol": 22.3, "charge": 2, "homo_lumo_gap_ev": [5.724, 6.402], "multiplicity": 3, "species": ["V", "C", "C", "C", "C", "C", "C", "P", "C", "C", "C", "C", "C", "C", "C", "C", "C", "C", "C", "C", "H", "H", "H", "H", "H", "H", "H", "H", "H", "H", "H", "H", "H", "H", "C", "P", "C", "C", "C", "C", "C", "C", "C", "P", "C", "C", "H", "H", "H", "H", "H", "H", "H", "H", "H", "H", "H", "H", "H", "H", "H", "H", "C", "C", "As", "C", "C", "C", "C", "C", "C", "C", "C", "C", "C", "C", "C", "As", "C", "C", "C", "C", "C", "C", "C", "C", "C", "C", "C", "C", "H", "H", "H", "H", "H", "H", "H", "H", "H", "H", "H", "H", "H", "H", "H", "H", "H", "H", "H", "H", "H", "H", "H", "H"], "positions_angstrom": [[12.572, 11.959, 12.835], [19.554, 15.496, 14.797], [18.254, 16.049, 14.777], [17.143, 15.262, 14.584], [17.250, 13.873, 14.414], [18.525, 13.328, 14.253], [19.692, 14.137, 14.541], [15.871, 12.618, 14.493], [16.233, 11.922, 16.184], [15.266, 11.925, 17.169], [15.512, 11.479, 18.464], [16.782, 10.955, 18.739], [17.775, 10.935, 17.781], [17.483, 11.304, 16.473], [14.418, 13.603, 14.810], [14.465, 14.490, 15.911], [13.372, 15.237, 16.347], [12.236, 15.165, 15.581], [12.156, 14.256, 14.511], [13.203, 13.327, 14.152], [20.420, 16.096, 15.074], [18.117, 17.128, 14.816], [16.157, 15.707, 14.619], [18.618, 12.311, 13.908], [20.675, 13.625, 14.552], [14.279, 12.282, 16.959], [14.743, 11.463, 19.241], [17.038, 10.513, 19.719], [18.782, 10.576, 17.958], [18.288, 11.171, 15.783], [15.411, 14.526, 16.439], [13.477, 15.975, 17.129], [11.392, 15.851, 15.781], [11.182, 14.292, 13.969], [15.313, 13.521, 10.946], [14.274, 12.069, 11.270], [15.504, 10.694, 11.300], [13.612, 12.046, 9.607], [14.361, 11.715, 8.485], [13.832, 12.086, 7.217], [12.613, 12.805, 7.154], [11.975, 13.223, 8.306], [12.422, 12.759, 9.558], [11.573, 13.064, 11.129], [9.869, 12.384, 10.988], [11.121, 14.884, 11.162], [16.018, 13.380, 10.126], [15.881, 13.730, 11.868], [14.674, 14.395, 10.714], [15.457, 10.076, 10.376], [15.235, 10.014, 12.146], [16.549, 11.074, 11.378], [15.333, 11.305, 8.624], [14.301, 11.720, 6.296], [12.123, 13.000, 6.205], [11.125, 13.896, 8.364], [9.881, 11.316, 10.871], [9.175, 12.842, 10.247], [9.454, 12.600, 11.972], [11.444, 15.396, 10.257], [11.637, 15.369, 11.993], [10.026, 14.945, 11.341], [10.690, 8.267, 12.521], [10.897, 8.379, 14.010], [11.302, 10.232, 14.558], [12.020, 9.634, 16.286], [11.158, 9.257, 17.353], [11.721, 8.550, 18.437], [13.089, 8.298, 18.530], [13.895, 8.695, 17.430], [13.358, 9.320, 16.305], [9.488, 10.767, 15.288], [9.500, 11.838, 16.202], [8.399, 12.044, 17.000], [7.248, 11.191, 16.938], [7.212, 10.216, 15.944], [8.267, 10.088, 15.043], [11.976, 9.315, 11.346], [13.299, 7.888, 11.061], [13.682, 7.661, 9.755], [14.387, 6.532, 9.502], [14.740, 5.574, 10.509], [14.440, 5.920, 11.799], [13.711, 7.071, 12.103], [10.867, 8.898, 9.701], [10.509, 7.569, 9.510], [9.502, 7.236, 8.553], [9.097, 8.164, 7.632], [9.517, 9.513, 7.838], [10.381, 9.888, 8.837], [9.678, 8.718, 12.221], [10.711, 7.199, 12.242], [11.745, 7.762, 14.320], [9.997, 8.012, 14.543], [10.070, 9.351, 17.235], [11.031, 8.245, 19.195], [13.519, 7.797, 19.396], [14.989, 8.568, 17.490], [14.028, 9.467, 15.461], [10.334, 12.558, 16.212], [8.343, 12.954, 17.591], [6.410, 11.375, 17.593], [6.370, 9.500, 15.817], [8.187, 9.325, 14.260], [13.525, 8.400, 8.966], [14.691, 6.288, 8.463], [15.220, 4.614, 10.269], [14.790, 5.299, 12.666], [13.484, 7.290, 13.115], [10.925, 6.808, 10.205], [9.281, 6.207, 8.475], [8.426, 7.871, 6.868], [9.167, 10.325, 7.195], [10.702, 10.890, 8.966]], "atomic_forces_ev_per_a": [[0.163, -1.688, 2.990], [-0.657, -0.492, 0.329], [0.823, 0.310, -0.554], [-0.449, -0.482, 0.273], [0.281, -0.386, -0.287], [1.027, 1.676, 0.503], [-0.876, -1.294, -0.541], [1.197, -0.503, -0.235], [0.955, -0.776, -0.550], [-0.273, 0.086, 0.778], [0.940, -0.853, 0.063], [-0.169, -0.079, 1.313], [-0.230, -0.303, -1.098], [-0.842, 0.960, 0.678], [-0.742, 0.124, 1.329], [0.019, -0.303, -0.237], [1.067, 0.013, -0.725], [-1.177, -0.007, -0.692], [-0.686, -0.444, -0.131], [-0.616, 2.315, 0.142], [-0.232, -0.064, -0.272], [0.113, -0.180, 0.304], [0.102, 0.144, -0.054], [0.272, -0.249, 0.233], [-0.670, 0.583, -0.117], [-0.347, 0.221, -0.110], [0.191, 0.095, -0.416], [-0.394, 0.553, -0.437], [-0.180, -0.159, 0.350], [0.049, 0.231, -0.650], [-0.127, 0.267, 0.089], [-0.054, -0.190, 0.234], [0.485, -0.588, -0.158], [0.738, -0.313, 0.276], [-0.009, 1.175, 1.315], [3.088, -0.997, -1.676], [0.133, -0.788, 0.268], [-0.361, -0.121, 0.335], [-1.539, 1.271, -1.230], [-0.408, -0.753, 0.854], [0.472, -0.343, -0.171], [-0.206, -0.196, 1.442], [0.115, 0.317, -1.181], [-2.477, 1.909, -2.216], [-0.337, 0.511, 0.103], [0.143, -0.503, 0.635], [-0.192, -0.328, -0.012], [-0.077, 0.156, -0.375], [0.331, -0.405, 0.155], [-0.204, 0.459, 0.543], [0.611, 0.541, -0.594], [-0.867, -0.219, 0.301], [0.546, -0.502, -0.291], [-0.093, 0.416, 0.407], [0.412, 0.191, -0.027], [-0.156, -0.212, -0.764], [-0.068, -0.407, -0.090], [0.824, -0.187, 0.277], [-0.248, -0.030, 0.163], [-0.269, -0.156, -0.113], [-0.048, -0.010, -0.020], [0.746, 0.126, -0.304], [-1.125, 0.742, -0.693], [0.003, 0.073, -0.374], [-1.785, -0.511, 1.488], [-0.988, 0.111, 0.083], [1.064, -0.579, -0.722], [-0.356, 0.796, -0.738], [0.209, 0.637, -1.428], [0.340, -0.285, 1.132], [0.609, -0.582, 0.778], [-0.207, 0.373, -0.860], [0.177, -0.163, -0.649], [-1.686, -0.066, -0.024], [1.471, 0.614, -0.577], [-0.676, -0.251, -0.109], [1.686, -0.530, 0.454], [-0.922, -1.197, -0.460], [-0.623, 1.088, 0.947], [0.440, 0.641, -0.101], [1.443, -2.726, -1.044], [-0.426, 0.979, -1.132], [0.490, -0.761, 1.922], [0.223, -0.169, -1.310], [0.598, 0.266, 0.426], [-0.959, -0.067, 0.523], [2.588, 0.305, 0.782], [0.472, 1.742, 1.382], [-0.648, -0.111, -1.203], [0.117, -1.536, 0.581], [1.306, -0.757, 0.357], [-0.012, 0.627, -0.212], [-0.102, 0.215, 0.147], [0.574, 0.378, -0.037], [0.602, 0.177, 0.376], [-0.108, -0.277, 0.502], [-0.097, 0.142, -0.258], [-0.654, -0.154, -0.117], [-0.112, 0.396, 0.013], [-0.240, -0.583, 0.275], [0.109, -0.316, 0.255], [-0.010, -0.122, 0.086], [0.499, 0.927, 0.222], [0.145, 0.276, 0.309], [-0.336, -0.375, 0.180], [-0.237, 0.303, 0.726], [-0.138, 0.722, 0.025], [-0.453, 0.466, -1.039], [-0.260, 0.166, 0.770], [-0.463, 0.406, -0.848], [-0.596, -0.915, -0.201], [-0.538, 0.076, -0.719], [-0.039, -0.503, -0.077], [0.065, 0.749, -0.161]]}


No. 2
{"formula": "C54H56BaFN9O9S", "method": "the ωB97M-V functional and the def2-TZVPD basis", "mol_weight_g_mol": 1163.5, "charge": -2, "homo_lumo_gap_ev": [5.439, 5.437], "species": ["Ba", "C", "O", "C", "C", "C", "C", "C", "C", "C", "C", "C", "C", "C", "N", "C", "C", "C", "C", "C", "C", "C", "C", "C", "C", "O", "C", "C", "C", "C", "N", "C", "C", "C", "C", "C", "C", "O", "C", "C", "C", "C", "C", "C", "C", "N", "C", "C", "N", "C", "C", "C", "C", "O", "C", "C", "C", "H", "H", "H", "H", "H", "H", "H", "H", "H", "H", "H", "H", "H", "H", "H", "H", "H", "H", "H", "H", "H", "H", "H", "H", "H", "H", "H", "H", "H", "H", "H", "H", "H", "H", "H", "H", "O", "H", "H", "O", "H", "H", "O", "H", "H", "O", "H", "H", "O", "S", "N", "C", "N", "C", "N", "C", "N", "C", "N", "C", "C", "H", "H", "H", "H", "H", "H", "H", "H", "H", "H", "H", "H", "F"], "positions_angstrom": [[0.477, 0.250, -0.335], [-4.416, 2.599, 8.326], [-4.909, 2.291, 7.046], [-4.059, 2.364, 5.941], [-2.963, 3.201, 5.966], [-2.187, 3.205, 4.790], [-2.229, 2.214, 3.815], [-3.331, 1.445, 3.814], [-4.318, 1.497, 4.841], [-1.138, 1.957, 2.803], [-0.518, 0.710, 3.161], [-0.439, 0.080, 4.431], [0.634, -0.755, 4.432], [1.189, -0.714, 3.105], [0.544, 0.229, 2.367], [2.385, -1.397, 2.647], [3.227, -1.149, 1.510], [4.288, -2.037, 1.092], [4.593, -1.675, -0.151], [3.713, -0.490, -0.447], [3.782, 0.184, -1.728], [4.678, -0.378, -2.735], [4.242, -1.593, -3.303], [4.932, -2.233, -4.308], [6.096, -1.623, -4.739], [6.763, -2.157, -5.784], [6.073, -2.672, -6.883], [6.549, -0.464, -4.208], [5.875, 0.174, -3.190], [3.055, 1.394, -1.975], [2.199, 2.009, -1.126], [1.826, 3.180, -1.717], [0.879, 3.957, -1.136], [0.508, 5.198, -1.931], [0.864, 6.439, -1.437], [0.748, 7.490, -2.259], [0.019, 7.427, -3.462], [-0.095, 8.597, -4.203], [-0.998, 8.447, -5.294], [-0.463, 6.224, -3.834], [-0.235, 5.065, -3.090], [0.038, 3.767, 0.001], [-0.857, 4.788, 0.524], [-1.440, 4.088, 1.679], [-0.775, 2.841, 1.788], [0.072, 2.739, 0.741], [2.560, 3.377, -3.002], [3.293, 2.226, -3.157], [2.936, -0.234, 0.578], [2.875, -2.397, 3.585], [2.040, -3.437, 3.960], [2.455, -4.329, 4.904], [3.719, -4.164, 5.497], [4.133, -5.030, 6.455], [3.182, -5.766, 7.178], [4.566, -3.069, 5.170], [4.133, -2.288, 4.113], [-5.073, 2.187, 9.044], [-3.500, 2.203, 8.371], [-4.382, 3.689, 8.361], [-2.727, 3.877, 6.787], [-1.246, 3.856, 4.831], [-3.460, 0.766, 2.992], [-5.090, 0.787, 4.877], [-1.006, 0.305, 5.284], [0.980, -1.244, 5.333], [4.808, -2.750, 1.705], [5.310, -2.204, -0.774], [3.309, -2.065, -2.828], [4.646, -3.175, -4.700], [6.873, -3.143, -7.490], [5.291, -3.387, -6.678], [5.729, -1.862, -7.498], [7.394, -0.040, -4.735], [6.258, 1.170, -2.845], [1.396, 6.461, -0.448], [1.276, 8.279, -1.878], [-0.988, 9.411, -5.885], [-0.538, 7.700, -5.900], [-2.036, 8.168, -4.964], [-1.026, 6.164, -4.726], [-0.626, 4.100, -3.263], [-1.186, 5.837, 0.211], [-2.225, 4.289, 2.298], [2.449, 4.279, -3.563], [3.999, 1.983, -3.883], [0.987, -3.487, 3.681], [1.836, -5.173, 5.099], [3.724, -6.397, 7.880], [2.381, -5.201, 7.596], [2.633, -6.442, 6.466], [5.549, -2.942, 5.730], [4.656, -1.362, 3.756], [-3.066, 1.695, -0.054], [-2.594, 2.198, 0.589], [-2.503, 1.684, -0.876], [-2.059, 0.705, -4.812], [-1.963, 0.899, -3.870], [-1.835, -0.237, -4.944], [-4.085, -0.472, 1.201], [-3.790, -1.322, 0.979], [-3.611, 0.102, 0.588], [-1.877, -3.815, 1.270], [-1.798, -3.029, 0.696], [-1.236, -4.383, 0.711], [-0.255, -4.934, -1.461], [0.542, -3.689, -1.469], [-0.145, -2.459, -1.080], [-3.567, -4.804, -3.506], [-4.191, -5.094, -2.231], [-3.522, -4.295, -1.175], [-3.649, -2.868, -1.408], [-3.065, -2.532, -2.725], [-3.757, -3.324, -3.852], [-5.233, -3.068, -3.841], [-5.818, -3.260, -2.529], [-5.643, -4.693, -2.231], [-5.033, -2.559, -1.477], [-4.101, -5.310, -4.333], [-2.488, -4.956, -3.348], [-2.482, -4.664, -1.219], [-3.925, -4.604, -0.161], [-2.027, -2.827, -2.692], [-3.184, -1.473, -2.934], [-5.823, -3.682, -4.517], [-5.414, -2.012, -4.132], [-6.151, -5.327, -2.949], [-6.006, -4.885, -1.194], [-5.333, -2.813, -0.491], [-5.195, -1.531, -1.590], [-1.265, 1.401, -2.006]], "atomic_forces_ev_per_a": [[-1.313, -0.197, -0.469], [-2.203, 2.301, -2.080], [-1.018, -0.927, -1.338], [-0.898, -1.130, 0.627], [0.159, 0.303, -1.812], [3.143, 0.829, 1.617], [0.897, 2.575, -0.418], [-2.971, -1.472, 0.751], [2.758, 1.655, 0.346], [0.290, -2.057, 1.595], [2.168, 1.009, -2.206], [0.332, -0.048, -0.207], [-0.342, -0.203, 0.119], [0.584, 1.151, -1.201], [-1.011, -0.794, 1.074], [0.921, 1.028, -0.977], [-2.519, -0.824, 3.038], [0.260, 0.137, 0.533], [-0.112, 0.527, -0.719], [1.828, -0.644, -2.819], [-1.136, 1.138, 2.301], [-0.150, -0.684, -0.627], [-1.378, -0.702, 1.206], [0.248, 0.797, 0.958], [-1.437, -1.005, -0.663], [1.530, -0.383, -0.202], [1.365, -0.236, -0.892], [0.885, 0.864, -0.378], [-0.199, 1.132, 0.394], [0.890, -0.053, 0.385], [1.040, -0.707, -1.035], [0.531, -0.886, 0.093], [-1.339, 2.199, -1.526], [-0.394, -1.810, 1.006], [1.241, -1.862, 0.845], [-1.087, 0.352, -0.809], [1.532, 1.376, 1.114], [-0.690, -0.263, 0.326], [0.091, 1.457, 0.035], [-0.863, -1.289, -0.554], [0.977, 1.417, 1.149], [0.521, 3.265, -1.110], [-2.755, -0.727, 3.038], [2.732, 1.727, -3.936], [-1.060, 0.945, -0.195], [1.154, -4.428, 1.927], [-0.077, -1.524, 1.371], [-1.453, 1.614, 1.168], [-0.304, 0.594, -0.135], [-0.976, -0.621, -0.567], [-0.749, 0.443, 0.386], [1.495, -0.008, 0.225], [-0.446, 0.656, -0.160], [0.979, 0.059, 0.953], [-0.300, -1.698, -1.963], [0.345, -1.545, 0.517], [1.167, 1.973, 0.519], [-0.746, -0.348, 0.742], [3.762, -1.403, 0.846], [0.161, 0.107, 0.768], [-0.166, -0.188, -0.273], [-1.435, -0.776, -0.276], [-0.233, -0.527, -0.113], [-1.069, -0.584, -0.018], [-0.837, 0.306, 0.886], [0.169, -0.276, -0.325], [-0.243, -0.366, -0.044], [-0.115, 0.523, -0.087], [1.423, 0.769, -0.999], [-0.441, -0.620, -0.239], [-0.563, -0.132, 0.304], [-0.206, -0.138, 0.213], [-0.727, 0.505, -0.256], [0.229, 0.225, 0.347], [-0.572, -1.135, -0.090], [-0.509, 0.272, -1.176], [0.689, 2.833, 0.136], [-0.156, -0.950, 0.885], [-0.306, -0.724, -0.980], [0.929, 0.252, -0.337], [-0.589, -0.335, -0.710], [-0.407, -0.856, -0.817], [0.768, -1.936, 0.185], [-1.873, 1.274, 1.392], [0.221, 0.110, -0.538], [0.807, -0.248, -1.278], [0.401, 0.090, -0.594], [-0.301, -0.392, 0.457], [-0.104, 0.281, 0.163], [-0.273, 0.946, 0.768], [0.551, 0.106, 0.618], [-1.465, -0.135, -0.944], [-0.030, -1.140, 0.630], [-0.538, -0.717, -1.172], [0.582, 0.657, 0.587], [0.213, -0.028, 0.162], [-0.097, -0.721, -0.725], [0.409, -0.002, 0.615], [-0.152, 0.834, 0.411], [-0.853, 1.184, 0.743], [0.628, -2.120, -0.410], [0.112, 0.845, -0.272], [1.820, -0.909, -1.672], [-0.242, 0.063, 0.300], [-1.434, 0.847, 1.372], [0.084, -0.797, -0.008], [-0.186, 0.228, -0.022], [0.340, 0.599, 0.191], [-0.787, 2.221, 0.072], [-1.520, -0.012, 0.649], [0.389, -1.695, 0.297], [1.199, 0.140, -1.213], [-1.139, -1.305, -0.586], [0.144, -0.550, 0.625], [1.021, 1.805, 0.500], [0.117, -1.293, 1.110], [1.167, -0.188, 0.896], [-0.609, -0.481, -0.108], [0.745, -0.397, 0.418], [-0.308, -0.386, -0.728], [-0.241, 0.780, 0.238], [0.264, 0.614, -1.180], [0.297, 0.112, -0.246], [0.044, 0.145, 0.109], [0.464, -0.345, -0.414], [0.292, -0.445, 0.043], [-0.339, 0.015, -0.203], [0.044, 0.014, -0.802], [-1.432, -0.383, 0.786], [-0.025, 1.710, -0.295], [-0.101, -0.227, 0.066]]}